Record 1
Here is 2 unconnected molecules or ions with the total composition CH5IOSi from the Open Molecules 2025 dataset. Energies are from ωB97M-V with the def2-TZVPD basis set.

Values from the calculation:
Energy above the lowest of the compared OMol25 structures with the same formula, charge and spin in kJ/mol: 191.1
E_HOMO in eV: -8.1
Lowest unoccupied orbital energy in hartree: -0.050
Calculated total energy in eV: -19144.0026
Net charge: 0

The geometry in XYZ format:
```
9
Properties=species:S:1:pos:R:3:forces:R:3:nbo_charge:R:1
C -1.397 0.193 -0.081 0.6383 -0.1526 -0.2590 -1.1741
O 1.258 1.096 0.661 -0.3246 0.1724 -0.1306 -1.1197
Si 0.446 0.247 -0.433 -0.1174 -1.5351 1.2756 1.7995
I 2.030 -2.982 0.389 -0.8192 1.5400 -0.3440 -0.6839
H -1.576 -0.105 0.952 0.2115 -0.0035 0.0312 0.2796
H -1.860 1.169 -0.228 0.1223 0.1704 -0.0710 0.2671
H -1.905 -0.518 -0.726 0.0316 -0.0992 -0.1501 0.2699
H 1.950 0.725 1.207 0.3261 -0.1587 0.0697 0.5490
H 1.054 0.176 -1.740 -0.0686 0.0665 -0.4218 -0.1874
```
Forces are in eV/Å.

=====

Record 2
Here is a molecular structure, C16H11IrN4O6S2 from the Open Molecules 2025 dataset. Energies are from ωB97M-V with the def2-TZVPD basis set.

Values from the calculation:
Energy above the lowest of the compared OMol25 structures with the same formula, charge and spin in kJ/mol: 40.7
E_HOMO in eV: -8.2
Lowest unoccupied orbital energy in hartree: -0.059
Calculated total energy in eV: -59524.9818
Net charge: 0

The geometry in XYZ format:
```
40
Properties=species:S:1:pos:R:3:forces:R:3:nbo_charge:R:1
Ir -1.407 -0.847 0.482 0.4213 -0.4124 0.2081 1.2178
O 2.298 -2.508 0.506 -0.0219 -0.0897 0.0910 -0.5820
C 1.129 -2.222 0.599 -0.0942 0.2547 -0.0567 0.7432
O 0.625 -1.022 0.455 0.2319 -0.0763 -0.1542 -0.6983
C 0.079 -3.283 0.888 0.0289 -0.0037 0.0078 0.1320
C 0.283 -4.631 1.093 0.0150 -0.0078 -0.0094 -0.1984
C -0.830 -5.438 1.312 -0.0102 0.0386 -0.0119 -0.1291
C -2.114 -4.897 1.321 0.0112 0.0008 0.0418 -0.1962
C -2.245 -3.542 1.110 -0.0267 -0.0118 -0.0197 0.1260
N -1.161 -2.796 0.911 -0.0435 -0.2203 0.0473 -0.4749
C -3.526 -2.725 1.058 0.0489 0.2731 -0.0599 0.7406
O -4.592 -3.217 1.329 0.0313 -0.1087 -0.0515 -0.5720
O -3.322 -1.479 0.705 -0.3304 0.0312 0.1031 -0.6837
H 1.292 -5.016 1.065 -0.0087 -0.0234 0.0087 0.2568
H -0.697 -6.500 1.471 0.0016 0.0005 0.0065 0.2327
H -3.001 -5.491 1.490 0.0104 -0.0198 -0.0138 0.2567
N 4.785 3.629 -0.949 -0.0445 0.0175 0.1035 -0.7912
C 3.570 3.066 -1.237 0.0460 -0.0260 -0.0412 0.2062
C 2.506 3.856 -1.681 -0.0358 0.0093 -0.0054 -0.3062
C 1.279 3.284 -1.958 -0.0072 0.0091 0.0593 -0.0926
C 1.102 1.916 -1.793 0.0995 -0.0909 -0.0281 -0.4524
C 2.156 1.113 -1.360 -0.0218 0.0552 -0.0080 -0.1315
C 3.376 1.685 -1.081 0.0164 0.0029 0.0013 -0.2653
S -0.445 1.191 -2.156 -0.0806 -0.1410 -0.0397 2.3544
O -1.290 2.226 -2.680 -0.0260 0.0724 -0.0009 -0.9424
O -0.265 -0.051 -2.838 0.0447 0.0054 0.0269 -0.9188
N -1.082 0.789 -0.692 -0.0744 0.2762 0.0455 -0.8204
C -1.697 1.636 0.142 -0.0696 0.2673 -0.2010 0.2497
S -2.191 3.275 0.188 -0.0311 -0.0837 0.0987 0.4635
C -2.945 2.941 1.729 -0.0062 0.0491 0.0159 -0.4501
C -2.806 1.653 2.099 0.1178 -0.1036 -0.0042 -0.0188
N -2.070 0.931 1.189 -0.1979 0.0803 -0.0487 -0.4456
H 4.960 4.592 -1.160 0.0138 -0.0028 -0.0349 0.3911
H 5.572 3.048 -0.733 0.0136 -0.0066 -0.0329 0.3929
H 2.648 4.922 -1.812 -0.0057 -0.0028 -0.0035 0.2107
H 0.454 3.889 -2.310 0.0114 0.0023 -0.0120 0.2337
H 2.012 0.051 -1.227 -0.0071 -0.0178 -0.0011 0.2562
H 4.195 1.064 -0.739 -0.0087 -0.0005 0.0019 0.2159
H -3.451 3.722 2.269 0.0073 0.0103 -0.0155 0.2524
H -3.185 1.187 2.993 -0.0187 -0.0066 -0.0130 0.2374
```
Forces are in eV/Å.

=====

Record 3
Here is 9 unconnected molecules or ions with the total composition C30H48Br3N9O3S from the Open Molecules 2025 dataset. Energies are from ωB97M-V with the def2-TZVPD basis set.

Values from the calculation:
E_HOMO in eV: -7.9
Lowest unoccupied orbital energy in hartree: 0.000
Calculated total energy in eV: -272402.3115
Net charge: 0

The geometry in XYZ format:
```
94
Properties=species:S:1:pos:R:3:forces:R:3:mulliken_charge:R:1
C -4.773 0.869 -0.570 -0.0207 0.0567 -0.2958 -1.4686
C -3.377 0.710 -1.162 -0.4484 -0.1350 -0.0382 0.2811
S -2.141 1.540 -0.141 0.1269 -0.1103 0.1561 -0.2477
C -0.747 0.513 -0.669 -0.0064 0.2018 -0.0165 -0.7056
C 0.200 -0.012 0.402 0.1179 0.1448 0.2575 0.9020
C 1.210 1.080 0.927 -0.3592 -0.0907 -0.0452 -0.6358
Br 0.410 2.242 2.280 -0.0509 -0.0955 0.0223 -0.0802
C 1.944 1.923 -0.134 0.1756 -0.4339 -0.1082 0.0433
C 2.343 1.074 -1.341 0.5537 0.3921 -0.1189 -0.6762
Br 0.957 3.471 -0.749 -0.0771 0.3182 -0.1686 -0.1581
O 0.942 -1.030 -0.287 -0.0543 0.0146 0.3607 -0.0065
C 1.900 -1.741 0.460 0.0503 0.0728 0.0685 -1.4519
C 1.433 -2.314 1.797 0.0725 -0.1003 0.1391 0.8363
C 2.571 -2.469 2.803 -0.2423 0.4051 -0.1655 -1.3624
C 3.629 -3.520 2.479 -0.1245 -0.3743 0.2468 -0.3134
C 3.160 -4.724 1.679 0.0748 -0.0915 0.0821 -1.2757
Br 5.181 -2.708 1.614 0.1372 0.0597 -0.1685 -0.1750
N 0.378 -1.424 2.437 0.1330 0.1326 -0.1354 0.2996
C -0.599 -0.731 1.492 0.3489 0.0899 0.0455 0.0272
C -1.553 -1.888 0.999 0.5379 1.0734 0.6610 -0.2301
O -2.740 -1.632 1.081 -1.2549 0.1737 -0.2697 -0.7521
O -0.945 -2.919 0.712 0.3028 -1.5038 -0.3818 -0.6554
H -4.750 0.727 0.508 -0.0457 -0.0582 0.0189 0.3622
H -5.434 0.120 -1.011 -0.0097 -0.0100 0.0554 0.3942
H -5.202 1.845 -0.804 0.0787 0.0524 0.1456 0.3586
H -3.119 -0.348 -1.194 -0.0640 0.0092 0.1380 -0.0864
H -3.342 1.088 -2.183 0.0462 0.0258 0.0184 0.3646
H -0.182 1.055 -1.421 -0.1089 -0.1630 0.0490 0.4772
H -1.152 -0.379 -1.143 -0.1056 0.2985 0.1564 -0.8484
H 2.003 0.591 1.489 0.0303 -0.1511 0.0069 0.4202
H 2.823 2.353 0.342 -0.0767 -0.0502 0.0812 0.7582
H 1.535 1.074 -2.065 0.1967 -0.2562 -0.1427 0.0878
H 2.552 0.056 -1.041 0.1145 0.0900 -0.1666 -0.1390
H 3.238 1.456 -1.836 -0.1254 0.2977 0.0873 0.4705
H 2.801 -1.137 0.619 0.0339 0.0570 -0.0103 0.3207
H 2.194 -2.579 -0.172 0.0677 0.0051 -0.0067 0.1471
H 0.941 -3.263 1.628 -0.1223 0.1221 -0.0515 0.6395
H 2.135 -2.719 3.771 -0.0269 -0.1371 0.0884 0.3970
H 3.041 -1.492 2.914 0.1607 0.0501 0.2152 0.4967
H 4.028 -3.889 3.421 0.0384 0.1546 -0.0059 0.5837
H 3.086 -4.516 0.613 -0.1295 0.0534 0.0027 0.3367
H 2.195 -5.065 2.058 -0.0238 -0.0124 -0.0101 0.2648
H 3.864 -5.546 1.804 0.0251 0.0528 -0.0587 0.4710
H -0.215 -2.039 2.989 0.1429 -0.0225 0.1875 0.3512
H 0.819 -0.754 3.085 -0.0864 0.0186 -0.0118 0.1779
H -1.192 -0.037 2.074 0.0807 0.1101 0.1788 0.6836
C -0.500 -2.678 -2.173 0.0830 -0.2754 -0.3566 -0.8446
C -0.098 -1.485 -2.904 0.0283 0.0496 0.0432 0.5895
N 0.191 -0.480 -3.377 0.1176 -0.3000 -0.4798 -0.1175
H -0.635 -3.516 -2.854 -0.0651 0.0102 -0.0531 0.5376
H 0.257 -2.926 -1.432 -0.2016 0.0316 -0.0761 -0.0351
H -1.434 -2.488 -1.646 0.0414 -0.0890 0.0026 0.1803
C 0.710 4.961 -4.417 0.0380 -0.0385 -0.0913 -0.2332
C 0.066 5.750 -3.380 -0.0472 0.0319 0.1251 0.2440
N -0.437 6.357 -2.545 -0.0081 0.0215 -0.0183 -0.4152
H 1.605 5.466 -4.775 0.0060 0.0225 -0.0070 0.2733
H 1.006 3.993 -4.023 0.0017 -0.0517 0.0153 -0.1120
H 0.030 4.811 -5.254 0.0022 -0.0070 0.0083 0.2840
C -1.572 -0.015 -6.085 0.2463 -0.2456 -0.0603 -0.4614
C -2.239 0.899 -7.000 0.1021 -0.1007 0.0612 0.1637
N -2.759 1.627 -7.720 -0.1013 0.0907 -0.0212 -0.4795
H -2.306 -0.587 -5.521 0.0954 0.1053 -0.1095 0.4025
H -0.939 -0.707 -6.639 0.0457 0.0616 -0.0930 0.3662
H -0.953 0.532 -5.377 -0.0037 0.0537 0.0156 0.0461
C 2.453 -0.250 -6.131 -0.0053 -0.1518 -0.0332 -0.7570
C 2.405 1.110 -5.620 -0.0566 -0.0065 0.0751 0.4550
N 2.354 2.176 -5.200 0.0389 0.0982 -0.0056 -0.4314
H 3.486 -0.560 -6.279 0.0121 0.0203 0.0019 0.3628
H 1.975 -0.917 -5.416 -0.0280 0.0319 0.0193 0.1117
H 1.928 -0.310 -7.083 -0.0024 0.0171 -0.0029 0.2592
C 2.761 2.347 5.977 0.2263 0.2272 0.1130 -1.0071
C 2.115 1.202 5.367 -0.0966 -0.0642 -0.0856 0.4495
N 1.581 0.317 4.871 -0.0003 -0.2408 -0.0993 -0.4250
H 3.734 2.523 5.519 -0.0128 -0.0748 -0.0494 0.3113
H 2.149 3.239 5.857 -0.0133 -0.0573 -0.0374 0.2051
H 2.907 2.174 7.042 -0.0243 -0.0327 0.0029 0.3375
C -1.254 -4.069 5.466 -0.1220 0.0175 -0.0063 -0.6969
C 0.093 -4.604 5.310 0.0309 -0.0360 0.0491 0.4664
N 1.152 -5.034 5.213 0.0308 0.1066 -0.1258 -0.4269
H -1.975 -4.883 5.488 0.0090 -0.0192 -0.0029 0.3049
H -1.326 -3.506 6.394 0.0240 0.0015 0.0061 0.2717
H -1.511 -3.415 4.634 -0.0005 -0.0194 -0.0261 0.1407
C -1.384 3.160 7.724 -0.1097 -0.0557 0.0271 -0.7507
C -0.256 3.973 7.297 0.0325 0.0786 -0.0224 0.4220
N 0.635 4.611 6.957 -0.0408 -0.0274 0.0343 -0.4584
H -2.308 3.559 7.308 0.0044 0.0106 -0.0108 0.2748
H -1.257 2.136 7.376 0.0094 0.0027 -0.0111 0.2449
H -1.455 3.160 8.809 0.0123 0.0110 0.0040 0.2912
C -5.212 2.283 -5.343 -0.0573 0.1495 -0.0080 -0.9004
C -4.583 1.042 -4.916 -0.0364 0.0473 0.0392 0.4927
N -4.077 0.073 -4.568 -0.3380 -0.0113 0.1878 -0.5346
H -5.669 2.780 -4.490 -0.0071 -0.0392 0.0413 0.3221
H -4.466 2.945 -5.779 0.0269 -0.0662 -0.0503 0.2774
H -5.979 2.077 -6.086 0.0295 -0.0252 -0.0216 0.3149
```
Forces are in eV/Å.

=====

Record 4
Here is a molecular structure, C46H57Ge2N8OSeTi from the Open Molecules 2025 dataset. Energies are from ωB97M-V with the def2-TZVPD basis set.

Values from the calculation:
E_HOMO (alpha / beta) in eV: -12.3 / -12.3
Lowest unoccupied orbital energy (alpha / beta) in hartree: -0.202 / -0.234
Calculated total energy in eV: -264074.7273
2S+1: 2
Net charge: +2

The geometry in XYZ format:
```
116
Properties=species:S:1:pos:R:3:forces:R:3:lowdin_spin:R:1
Ti 0.234 0.088 0.128 0.7414 -0.6804 1.7890 0.6160
C -5.710 -2.865 3.089 -0.0468 0.0763 0.0026 -0.0003
C -4.447 -2.159 2.693 0.0517 0.0031 0.0363 -0.0019
C -3.796 -1.307 3.587 -0.0233 0.0051 -0.0147 -0.0003
C -2.625 -0.682 3.237 0.1392 0.0207 -0.1418 -0.0013
C -2.002 -0.884 1.989 -0.3641 0.0512 0.1250 0.0001
N -0.757 -0.289 1.721 -0.3665 -0.4236 0.4146 -0.0016
C 0.067 -0.118 2.864 -0.0417 0.1731 0.5012 0.0019
C 0.378 -1.196 3.699 -0.0552 0.0363 -0.1446 0.0001
C 1.134 -1.032 4.840 -0.0235 -0.0299 0.0340 0.0002
C 1.594 0.228 5.229 -0.0128 0.0191 -0.0536 0.0000
C 2.371 0.416 6.499 -0.0775 -0.0050 0.0473 0.0000
C 1.303 1.300 4.402 0.0555 0.0899 -0.0942 0.0000
C 0.566 1.131 3.231 0.0349 -0.3335 -0.0905 0.0001
N 0.374 2.241 2.370 -0.0701 0.1383 0.1734 0.0002
C 0.290 3.543 2.710 -0.0673 0.0728 -0.2028 0.0018
C 0.285 4.277 1.545 0.0471 -0.0105 0.0634 0.0005
C 0.370 3.331 0.524 0.0440 0.1359 0.1280 0.0016
N 0.421 2.097 1.025 -0.0100 0.0801 -0.3527 0.0022
C -2.699 -1.678 1.070 0.1495 0.2620 0.5034 -0.0013
C -3.894 -2.303 1.436 -0.0320 -0.0322 -0.1362 0.0001
N -2.199 -1.890 -0.235 -0.1005 -0.2115 -0.0419 -0.0025
C -2.631 -2.802 -1.129 0.1943 -0.0892 -0.1190 0.0135
C -1.857 -2.689 -2.262 0.0329 -0.0659 0.0025 0.0002
C -0.972 -1.661 -1.983 -0.0540 -0.2072 0.0532 0.0123
N -1.178 -1.182 -0.749 -0.3041 0.0293 -0.8303 -0.0012
H -5.567 -3.399 4.028 -0.0260 -0.0326 -0.0207 -0.0001
H -6.035 -3.574 2.330 0.0051 -0.0050 0.0065 0.0000
H -6.516 -2.146 3.247 -0.0081 -0.0197 -0.0069 -0.0001
H -4.224 -1.127 4.566 0.0083 -0.0027 -0.0060 0.0000
H -2.155 -0.011 3.942 0.0581 -0.0229 0.0400 0.0000
H -0.012 -2.169 3.438 0.0314 -0.0404 -0.0469 0.0002
H 1.364 -1.897 5.451 -0.0087 0.0208 0.0179 0.0000
H 2.991 -0.452 6.714 0.0340 0.0243 -0.0158 0.0000
H 1.687 0.540 7.342 0.0189 0.0117 0.0024 0.0000
H 3.001 1.303 6.454 0.0229 -0.0213 0.0184 0.0000
H 1.669 2.289 4.656 0.0469 -0.0301 -0.0192 0.0000
H 0.215 3.857 3.737 0.0378 -0.0668 0.0206 0.0001
H 0.236 5.347 1.444 -0.0255 -0.0106 0.0162 0.0000
H 0.412 3.509 -0.539 -0.0062 -0.1284 -0.0066 -0.0001
H -4.425 -2.915 0.718 0.0132 0.0258 0.0038 0.0001
H -3.443 -3.477 -0.927 0.0020 0.0428 0.0845 0.0007
H -1.950 -3.253 -3.174 -0.0066 0.0038 0.0156 -0.0002
H -0.216 -1.234 -2.617 0.0048 0.0209 0.0594 -0.0004
C 3.512 2.819 -0.408 0.1263 -0.0866 -0.0953 0.0005
C 3.611 1.577 -1.291 -0.4234 -0.1343 0.3320 0.0239
Ge 1.851 0.783 -1.857 0.7681 0.6996 -1.7977 0.1176
C 2.421 -0.792 -2.985 -0.2545 0.1410 0.3484 0.0292
C 3.424 -0.391 -4.066 -0.0674 0.0615 0.1270 0.0097
C 1.158 2.215 -3.010 0.2158 -0.1879 0.1512 0.0091
C -0.080 2.679 -2.858 -0.2750 -0.2508 0.5479 -0.0043
Ge -1.208 1.501 -1.669 -0.5689 0.6128 -1.2209 0.0392
C -2.545 2.017 -0.225 0.5174 -0.1563 -0.1215 0.0332
C -3.036 3.462 -0.246 0.0355 -0.0915 -0.1439 0.0092
C -2.415 0.646 -3.024 0.2125 0.0452 0.2371 -0.0034
C -3.395 1.682 -3.587 0.0977 0.0350 0.0927 -0.0002
C -0.654 3.768 -3.671 0.0111 0.1550 -0.1827 0.0004
C -1.397 4.795 -3.093 0.0809 -0.0898 0.0831 0.0003
C -1.880 5.839 -3.866 -0.0584 0.0475 0.0001 0.0000
C -1.643 5.860 -5.233 0.0004 -0.0071 -0.0132 0.0002
C -0.919 4.832 -5.823 -0.0017 -0.0233 -0.0572 0.0002
C -0.426 3.795 -5.050 -0.0187 -0.0234 0.1580 -0.0001
H 4.503 3.218 -0.183 -0.0151 0.0378 -0.0108 0.0003
H 3.017 2.603 0.539 -0.0327 0.0726 -0.0222 0.0000
H 2.947 3.606 -0.912 -0.0160 0.0217 0.0574 0.0000
H 4.240 0.817 -0.822 0.0103 -0.0189 -0.0732 0.0003
H 4.097 1.842 -2.232 -0.0689 -0.0582 -0.0576 0.0039
H 1.550 -1.250 -3.457 0.0240 -0.0107 0.0280 -0.0002
H 2.847 -1.539 -2.311 -0.0460 -0.0373 -0.0101 -0.0003
H 2.991 0.347 -4.743 0.0672 0.0072 -0.0322 0.0002
H 3.706 -1.264 -4.656 0.0286 0.0347 -0.0417 0.0025
H 4.333 0.028 -3.636 0.0106 0.0018 -0.0514 0.0003
H 1.834 2.694 -3.719 -0.0661 0.0446 -0.0667 0.0022
H -2.121 1.762 0.747 -0.1213 0.0614 0.0475 0.0011
H -3.371 1.324 -0.404 0.0315 -0.0213 -0.0694 0.0008
H -2.258 4.150 0.088 -0.0364 0.0334 -0.0127 0.0002
H -3.893 3.575 0.420 0.0146 0.0188 0.0338 0.0026
H -3.348 3.758 -1.247 -0.0699 0.0552 0.0839 0.0000
H -2.976 -0.166 -2.556 0.0375 0.0253 -0.0048 0.0001
H -1.820 0.218 -3.833 0.0196 -0.0064 0.0339 -0.0001
H -4.047 2.073 -2.804 -0.0184 0.0296 -0.0427 0.0000
H -4.030 1.227 -4.348 -0.0211 -0.0103 0.0181 -0.0002
H -2.873 2.518 -4.049 -0.0786 0.0193 -0.0163 0.0000
H -1.582 4.779 -2.023 0.0255 0.0575 -0.0880 0.0000
H -2.447 6.637 -3.405 0.0131 -0.0024 0.0149 0.0000
H -2.023 6.672 -5.837 -0.0103 -0.0063 0.0039 0.0000
H -0.743 4.835 -6.891 -0.0017 0.0240 0.0089 0.0000
H 0.128 2.983 -5.505 0.0044 0.0193 -0.0491 0.0001
O 2.104 -0.224 0.763 -0.2451 0.1430 0.1151 0.0547
N 3.323 -0.407 1.211 0.4210 -0.0572 -0.1534 -0.0033
C 4.019 -1.478 0.784 0.0454 -0.1122 -0.1408 0.0104
C 5.302 -1.698 1.225 0.1623 0.1141 0.1515 -0.0014
C 5.893 -0.803 2.106 -0.1141 -0.0126 -0.0499 0.0126
C 5.161 0.304 2.512 0.1277 -0.1114 0.0008 -0.0013
C 3.879 0.484 2.049 -0.0925 0.1474 0.1887 0.0104
H 3.498 -2.134 0.103 0.0299 0.0873 0.0022 0.0005
H 5.835 -2.569 0.873 -0.0425 -0.0120 -0.0304 -0.0003
H 6.900 -0.964 2.465 0.0030 0.0167 -0.0094 0.0006
H 5.582 1.036 3.186 -0.0435 0.0147 -0.0040 -0.0003
H 3.270 1.325 2.328 -0.1766 0.0096 -0.0289 0.0004
C -0.865 -4.848 2.210 -0.0758 0.0742 0.1722 0.0000
N -0.627 -5.147 0.810 0.1220 -0.0190 -0.2623 -0.0002
C -1.161 -6.220 0.127 -0.0083 -0.0835 -0.0448 -0.0002
C -0.593 -6.237 -1.096 -0.1059 -0.1210 0.0019 -0.0002
N 0.283 -5.175 -1.155 -0.0930 -0.0109 0.1971 -0.0003
C 1.178 -4.880 -2.257 0.0671 0.1074 -0.1640 0.0000
C 0.243 -4.492 0.008 -0.1051 -0.0634 -0.0066 -0.0002
Se 1.197 -2.954 0.404 0.0294 -0.1910 0.1496 -0.0007
H -1.799 -4.304 2.346 -0.0184 0.0403 -0.0452 0.0000
H -0.037 -4.243 2.569 0.0061 0.0053 -0.0073 0.0000
H -0.900 -5.775 2.777 -0.0164 -0.0173 -0.0628 0.0000
H -1.874 -6.893 0.570 0.0237 0.0300 0.0328 0.0000
H -0.730 -6.922 -1.915 0.0476 0.0287 -0.0004 0.0000
H 1.197 -5.732 -2.931 -0.0344 -0.0118 0.0224 0.0000
H 2.179 -4.696 -1.873 -0.0132 -0.0252 0.0185 0.0000
H 0.848 -3.994 -2.797 -0.0259 0.0171 0.0158 0.0000
```
Forces are in eV/Å.